Entry 1:
DFT (ωB97M-V with the def2-TZVPD basis set) results for 13 unconnected molecules or ions with the total composition C4H33N2O14.

Summary:
Largest force on an atom: 0.046 hartree/bohr
Spin multiplicity: 1
Energy relative to the best compared isomer or geometry (same formula, charge and spin): 0.0 kcal/mol
Highest occupied orbital energy: -12.9928 eV
Total charge: +1

Geometry (Å):
1 N -0.746 -1.572 -0.062
2 C -0.102 -0.428 0.681
3 C -1.017 0.704 1.086
4 C -2.346 0.311 1.649
5 O -2.894 -0.691 1.226
6 C 1.122 -0.035 -0.120
7 N 2.008 0.710 0.545
8 O 1.189 -0.267 -1.321
9 H -0.900 -1.200 -1.001
10 H -0.129 -2.380 0.077
11 H -1.666 -1.690 0.386
12 H 0.242 -0.874 1.618
13 H -0.454 1.448 1.628
14 H -1.232 1.322 0.212
15 H -2.981 0.898 2.323
16 H 2.948 0.895 0.205
17 H 1.829 1.049 1.478
18 H -0.939 3.911 2.311
19 H -1.007 3.584 3.811
20 O -0.518 3.410 3.002
21 H 2.500 -3.178 -1.436
22 H 3.295 -3.661 -0.178
23 O 2.405 -3.557 -0.533
24 H 2.583 -1.026 -2.257
25 H 3.361 -1.722 -3.441
26 O 3.240 -1.704 -2.486
27 H -3.058 -0.605 -2.160
28 H -2.869 0.748 -2.015
29 O -2.272 -0.024 -2.034
30 H -3.991 -2.983 -1.917
31 H -3.824 -3.077 -3.356
32 O -3.592 -2.500 -2.651
33 H 0.837 0.646 -3.107
34 H -0.603 0.200 -3.382
35 O -0.014 0.959 -3.402
36 H 0.161 0.424 4.034
37 H -0.887 -0.760 4.239
38 O -0.687 0.046 3.753
39 H -2.296 3.570 -0.641
40 H -3.633 2.770 -0.535
41 O -2.885 3.104 -0.025
42 H -0.820 3.684 -2.585
43 H -0.597 2.164 -2.370
44 O -0.840 3.009 -1.905
45 H 1.062 -4.799 1.983
46 H 2.003 -3.788 1.470
47 O 1.130 -3.861 1.842
48 H 4.783 -0.255 -1.825
49 H 5.131 1.224 -1.687
50 O 4.430 0.582 -1.500
51 H 0.785 2.186 3.593
52 H 2.330 2.069 3.593
53 O 1.529 1.576 3.393

Partial charges, natural (NBO), in e:
1. N -0.71
2. C -0.14
3. C -0.55
4. C 0.49
5. O -0.60
6. C 0.70
7. N -0.80
8. O -0.70
9. H 0.47
10. H 0.46
11. H 0.46
12. H 0.25
13. H 0.28
14. H 0.29
15. H 0.17
16. H 0.44
17. H 0.43
18. H 0.50
19. H 0.49
20. O -0.97
21. H 0.51
22. H 0.47
23. O -1.00
24. H 0.51
25. H 0.49
26. O -0.99
27. H 0.50
28. H 0.49
29. O -0.98
30. H 0.48
31. H 0.49
32. O -0.96
33. H 0.50
34. H 0.50
35. O -0.95
36. H 0.50
37. H 0.49
38. O -0.99
39. H 0.51
40. H 0.47
41. O -0.98
42. H 0.48
43. H 0.51
44. O -1.02
45. H 0.48
46. H 0.48
47. O -0.95
48. H 0.49
49. H 0.48
50. O -0.97
51. H 0.51
52. H 0.50
53. O -0.99

=====

Entry 2:
DFT (ωB97M-V with the def2-TZVPD basis set) results for 13 unconnected molecules or ions with the total composition C4H33NO14.

Summary:
Largest force on an atom: 0.050 hartree/bohr
Spin multiplicity: 1
Energy relative to the best compared isomer or geometry (same formula, charge and spin): 93.7 kcal/mol
Highest occupied orbital energy: -9.7873 eV
Total charge: 0

Geometry (Å):
1 O 2.728 -0.571 0.541
2 C 2.712 0.238 -0.365
3 C 1.512 1.175 -0.552
4 C 0.839 0.745 -1.892
5 C -0.048 1.719 -2.625
6 O 0.214 -0.496 -1.652
7 N 0.656 1.049 0.600
8 H 3.723 0.420 -0.753
9 H 1.804 2.206 -0.733
10 H 1.773 0.550 -2.457
11 H 0.573 2.444 -3.150
12 H -0.770 2.271 -1.991
13 H -0.777 1.107 -3.161
14 H -0.087 -0.948 -2.458
15 H -0.293 0.699 0.422
16 H 0.970 0.391 1.302
17 H -1.409 -3.526 -2.644
18 H 0.098 -3.961 -2.360
19 O -0.792 -3.900 -2.015
20 H -1.529 -3.216 -0.135
21 H -2.837 -2.892 0.798
22 O -2.470 -3.338 0.044
23 H -3.335 -1.805 -1.466
24 H -2.338 -0.740 -1.105
25 O -2.826 -1.086 -1.863
26 H -3.223 1.512 -1.746
27 H -2.628 2.066 -0.409
28 O -3.280 2.223 -1.104
29 H -2.684 0.622 1.877
30 H -1.285 1.291 1.785
31 O -2.136 1.202 1.348
32 H 1.147 -1.402 3.853
33 H 0.400 -2.070 2.637
34 O 0.881 -2.238 3.464
35 H 0.611 -1.911 0.014
36 H 0.501 -3.314 0.427
37 O 0.208 -2.448 0.715
38 H -1.823 -1.478 -3.360
39 H -1.198 -1.173 -4.695
40 O -0.985 -1.562 -3.854
41 H 0.208 0.651 3.387
42 H -0.585 -0.723 3.453
43 O -0.652 0.226 3.448
44 H 3.400 3.579 1.260
45 H 2.154 2.856 1.779
46 O 2.770 2.885 1.036
47 H 2.774 0.236 2.624
48 H 3.052 0.676 3.903
49 O 2.249 0.530 3.384
50 H -0.268 3.683 -0.006
51 H 1.065 4.065 0.343
52 O 0.183 4.466 0.326

Partial charges, natural (NBO), in e:
1. O -0.57
2. C 0.44
3. C -0.17
4. C 0.12
5. C -0.66
6. O -0.80
7. N -0.90
8. H 0.14
9. H 0.23
10. H 0.15
11. H 0.23
12. H 0.22
13. H 0.23
14. H 0.52
15. H 0.39
16. H 0.38
17. H 0.49
18. H 0.48
19. O -0.97
20. H 0.52
21. H 0.47
22. O -1.00
23. H 0.50
24. H 0.50
25. O -0.98
26. H 0.47
27. H 0.49
28. O -0.96
29. H 0.49
30. H 0.50
31. O -0.98
32. H 0.48
33. H 0.49
34. O -0.97
35. H 0.50
36. H 0.48
37. O -0.97
38. H 0.51
39. H 0.48
40. O -0.98
41. H 0.50
42. H 0.48
43. O -0.98
44. H 0.48
45. H 0.50
46. O -0.96
47. H 0.49
48. H 0.48
49. O -0.97
50. H 0.46
51. H 0.47
52. O -0.93

=====

Entry 3:
DFT (ωB97M-V with the def2-TZVPD basis set) results for 14 unconnected molecules or ions with the total composition C4H33NO15S.

Summary:
Largest force on an atom: 0.129 hartree/bohr
Spin multiplicity: 1
Energy relative to the best compared isomer or geometry (same formula, charge and spin): 126.0 kcal/mol
Highest occupied orbital energy: -1.6291 eV
Total charge: -2

Geometry (Å):
1 O -1.770 2.370 1.537
2 C -1.053 1.481 1.112
3 N -1.729 0.272 0.976
4 C -1.030 -1.105 1.081
5 O -0.790 -1.565 2.317
6 C 0.418 1.519 0.516
7 C 1.224 2.735 0.803
8 S 2.912 2.555 0.084
9 H -2.441 0.224 1.674
10 H 0.038 -1.130 0.602
11 H -1.570 -1.788 0.417
12 H 1.021 0.522 0.857
13 H 0.138 1.469 -0.627
14 H 1.015 3.744 0.389
15 H 1.252 2.949 1.863
16 H -3.215 1.250 2.947
17 H -3.322 2.607 3.498
18 O -3.566 1.654 3.672
19 H 0.703 0.890 3.381
20 H -0.703 0.160 3.690
21 O -0.308 1.006 3.536
22 H -2.083 -2.664 2.318
23 H -2.604 -4.014 2.956
24 O -2.822 -3.304 2.457
25 H -1.471 -1.682 -4.215
26 H 0.006 -1.624 -4.612
27 O -0.850 -1.889 -4.865
28 H -0.865 3.970 2.691
29 H -0.529 2.727 3.632
30 O -0.748 3.596 3.610
31 H 0.921 -2.081 -1.802
32 H -0.336 -2.841 -2.316
33 O 0.278 -2.112 -2.466
34 H 3.449 1.792 -3.203
35 H 2.939 3.145 -3.719
36 O 2.958 2.159 -3.928
37 H 0.388 -2.319 2.309
38 H 1.011 -3.780 2.021
39 O 1.290 -2.870 2.025
40 H -1.259 1.551 -4.321
41 H -1.786 1.428 -3.014
42 O -2.094 1.671 -3.888
43 H 1.445 1.583 -3.872
44 H 0.219 1.190 -2.942
45 O 0.566 1.287 -3.884
46 H 1.857 -0.965 0.085
47 H 1.691 -2.318 0.502
48 O 1.886 -1.833 -0.300
49 H 4.508 -0.298 -0.170
50 H 5.133 0.978 -0.624
51 O 5.413 0.028 -0.596
52 H -1.365 -4.618 -1.202
53 H -2.365 -3.522 -1.172
54 O -2.003 -4.190 -1.820

Partial charges, natural (NBO), in e:
1. O -0.69
2. C 0.73
3. N -0.67
4. C 0.11
5. O -0.93
6. C -0.49
7. C -0.55
8. S -0.78
9. H 0.35
10. H 0.15
11. H 0.11
12. H 0.21
13. H 0.22
14. H 0.22
15. H 0.19
16. H 0.46
17. H 0.49
18. O -0.95
19. H 0.49
20. H 0.51
21. O -0.98
22. H 0.51
23. H 0.45
24. O -1.01
25. H 0.47
26. H 0.49
27. O -0.96
28. H 0.49
29. H 0.49
30. O -0.99
31. H 0.50
32. H 0.48
33. O -1.00
34. H 0.50
35. H 0.49
36. O -0.95
37. H 0.51
38. H 0.45
39. O -1.05
40. H 0.49
41. H 0.45
42. O -0.95
43. H 0.49
44. H 0.47
45. O -0.99
46. H 0.47
47. H 0.50
48. O -0.99
49. H 0.49
50. H 0.48
51. O -0.98
52. H 0.47
53. H 0.48
54. O -0.95